114
Properties=species:S:1:pos:R:3:forces:R:3 method="wB97M-V/def2-TZVPD" lumo_ev=0.3 energy_ha=-3904.913634 homo_lumo_gap_ev=9.8 smiles="O=C1OC[C@@H](F)O1.O=C1OC[C@@H](F)O1.O=C1OC[C@@H](F)O1.O=C1OC[C@@H](F)O1.O=C1OC[C@@H](F)O1.O=C1OC[C@@H](F)O1.CCOC(C)=O.CCOC(C)=O.CCOC(C)=O.Fc1ccccc1"
O 4.4651 -14.3449 5.0764 -0.81 1.97 0.33
C 4.6767 -15.4902 5.0642 1.59 -0.90 -1.34
O 4.3869 -16.3790 5.9951 0.48 -1.11 0.17
C 5.1271 -17.6106 5.6953 -0.53 1.42 -0.53
C 5.3636 -17.4801 4.1861 0.26 0.20 0.30
F 4.3632 -18.0238 3.4055 -0.25 0.39 0.51
O 5.4072 -16.0526 3.9936 -0.56 -2.01 1.03
H 6.0301 -17.6558 6.3023 0.04 0.42 -0.44
H 4.5109 -18.4151 5.9900 -0.77 -0.96 0.02
H 6.2455 -18.0398 3.8935 0.35 0.76 -0.24
O 8.3339 -17.6282 4.5089 -1.70 -3.07 1.31
C 8.9018 -16.6584 4.2338 0.78 2.58 -2.84
O 8.9904 -16.1942 2.9560 -0.05 0.18 0.15
C 9.9075 -15.1029 2.9143 1.03 -0.16 0.93
C 10.0796 -14.7298 4.3941 -3.56 -0.41 -0.99
F 9.3172 -13.6252 4.6594 -0.62 0.27 0.23
O 9.4954 -15.8492 5.0681 1.36 1.43 1.21
H 10.8714 -15.5011 2.6225 0.18 0.04 -0.67
H 9.5825 -14.2435 2.3077 -0.10 -0.62 0.26
H 10.9705 -14.4853 4.8250 2.86 -0.10 0.65
O 12.7967 -16.6422 4.7022 0.22 0.74 -0.01
C 12.3267 -17.7219 4.7193 -0.48 -1.26 0.79
O 11.2259 -18.1170 4.0705 -0.30 0.28 -0.42
C 10.9271 -19.5218 4.3236 1.71 0.56 -0.63
C 12.3001 -19.9227 4.9140 -0.51 -1.66 -0.92
F 13.1752 -20.2930 3.8689 -0.77 0.21 1.07
O 12.7864 -18.7814 5.5043 0.04 1.12 -0.76
H 10.1998 -19.5864 5.1015 -0.75 -0.06 0.35
H 10.5910 -19.9723 3.3628 0.59 0.10 0.97
H 12.2173 -20.7179 5.6609 0.44 0.15 -0.40
O 9.0071 -25.1287 8.4200 2.10 -0.61 -0.62
C 7.9190 -24.7988 8.6449 -2.76 0.72 0.02
O 6.9461 -24.5505 7.6998 1.76 0.07 -0.51
C 5.6919 -24.3014 8.2723 -0.21 -0.82 -0.14
C 6.0259 -24.2568 9.7485 -0.18 -1.27 2.10
F 5.3359 -25.2777 10.4455 0.13 0.90 -0.74
O 7.3913 -24.6199 9.8828 -0.73 0.65 -0.70
H 5.1954 -23.4310 7.8300 0.42 0.02 0.30
H 5.1071 -25.1979 8.0254 -0.33 0.35 0.48
H 5.8500 -23.3484 10.3272 -0.05 0.00 -0.34
O 8.8817 -22.1369 8.2511 -0.12 0.44 0.08
C 8.5764 -20.9881 8.1760 -1.36 0.20 0.70
O 9.0434 -20.0975 7.3082 -0.63 1.50 0.42
C 8.5148 -18.7615 7.7115 -0.55 0.57 -1.34
C 7.3613 -19.0561 8.6490 0.91 -1.47 -0.23
F 6.1872 -19.0366 7.9799 -0.88 0.08 -0.35
O 7.5934 -20.4112 8.9961 0.95 -0.41 -0.13
H 9.2965 -18.2478 8.2490 0.28 0.22 -0.08
H 8.1093 -18.1609 6.8176 1.12 -1.11 1.15
H 7.2538 -18.4421 9.5313 0.27 0.15 0.17
O 10.9918 -22.9303 2.5904 0.38 0.43 -1.66
C 10.7540 -23.2673 3.6866 0.01 0.38 0.74
O 10.3224 -24.4466 4.0723 -0.20 -0.71 -0.57
C 10.0063 -24.4308 5.4582 -0.10 -0.32 -0.43
C 10.7187 -23.2020 5.9513 -0.45 0.56 -0.61
F 11.9451 -23.4776 6.4121 1.47 -0.63 0.37
O 10.8892 -22.4395 4.7588 -0.38 0.01 0.86
H 8.9233 -24.4009 5.5304 -0.04 0.08 0.45
H 10.4323 -25.3387 5.8325 -0.06 -0.37 0.75
H 10.2532 -22.6398 6.7331 -0.69 0.38 0.00
C 13.3826 -16.1220 12.9690 0.45 0.35 -0.36
C 12.7066 -16.8742 14.0617 0.53 -1.24 0.80
O 11.6856 -17.7452 13.4936 -0.31 0.70 0.70
C 12.1879 -18.8492 13.0304 3.27 -4.13 -1.23
C 11.2485 -20.0404 12.7097 0.02 1.94 -2.57
O 13.4105 -19.1020 12.8902 -2.74 1.37 0.55
H 14.0125 -15.3540 13.3704 0.19 0.72 0.47
H 12.6398 -15.6482 12.3214 0.16 -0.08 -0.03
H 14.0892 -16.7208 12.3874 -0.53 -0.27 0.04
H 13.3649 -17.5110 14.6915 0.04 0.20 -0.92
H 12.2297 -16.3088 14.8367 -0.78 0.88 -0.19
H 10.1991 -19.6903 12.6895 0.42 -0.63 0.16
H 11.4711 -20.8349 13.3755 -0.09 -0.55 0.87
H 11.5612 -20.4382 11.6649 -0.62 0.81 1.69
C 4.4147 -14.3875 9.1466 0.69 0.00 -0.97
C 5.3637 -15.2295 9.9666 -0.61 0.38 0.61
O 6.6317 -14.6324 9.8704 1.34 0.99 1.30
C 7.3370 -14.7771 8.7607 0.47 2.75 0.86
C 8.3071 -13.6087 8.5290 0.55 -1.29 -0.05
O 7.0615 -15.5621 7.9318 -0.23 -2.49 -2.17
H 3.4114 -14.7548 9.2256 -0.59 -0.24 -0.23
H 4.7807 -14.3936 8.0871 -0.67 -0.22 0.76
H 4.4259 -13.3491 9.4389 0.02 0.31 0.43
H 5.1498 -15.2531 11.0552 -0.07 -0.02 -0.72
H 5.4187 -16.2188 9.5708 -0.11 -0.88 -0.15
H 7.6890 -12.8403 8.0937 -0.20 0.59 0.22
H 8.9884 -13.8995 7.7282 0.03 -0.11 0.09
H 8.9052 -13.2789 9.3887 -0.57 0.00 -0.13
C 12.1975 -17.4488 9.6490 0.03 1.39 -2.35
C 11.3902 -16.1454 9.2439 -0.70 -1.18 0.84
O 10.9027 -15.4072 10.3795 -1.14 -0.46 1.00
C 9.7337 -15.8890 10.9264 0.48 -0.68 -0.73
C 9.4127 -15.2158 12.2230 0.69 1.08 -0.12
O 9.1043 -16.8034 10.4220 0.44 0.80 0.37
H 12.6987 -17.6981 8.6474 -0.55 -0.26 1.57
H 11.6130 -18.2705 10.0506 -0.42 0.02 -0.36
H 12.9609 -17.2544 10.3859 0.33 0.37 0.04
H 11.9671 -15.4094 8.7164 0.60 -0.02 -0.29
H 10.4799 -16.3686 8.6633 0.63 -0.25 -0.16
H 8.9323 -14.2223 12.0698 0.35 -0.70 -0.03
H 10.3793 -15.0647 12.7269 -0.41 0.16 -0.02
H 8.7875 -15.8200 12.8478 -0.42 -0.40 0.09
F 5.7159 -23.4103 4.8048 -0.32 -0.53 0.76
C 6.6301 -22.6898 4.1491 -0.38 -0.17 -0.15
C 6.9693 -21.4555 4.6015 1.02 2.00 -1.01
C 7.7258 -20.6581 3.7028 0.65 -0.20 1.10
C 8.2824 -21.1672 2.5545 -0.71 -0.27 -0.31
C 7.9457 -22.4646 2.1813 0.61 -0.29 -0.95
C 7.0977 -23.2220 2.9663 0.30 0.66 -0.07
H 6.7088 -20.9776 5.5341 -0.51 -0.45 0.16
H 8.0295 -19.6553 3.9715 -0.34 -0.04 0.23
H 8.8960 -20.5473 1.9097 -0.02 -0.12 0.07
H 8.3810 -22.8487 1.2431 -0.43 -0.02 0.64
H 6.7253 -24.1800 2.7065 -0.04 -0.77 -0.41